(1)
Here is a structure of composition C40H44FN6OReSSi from OMol25. Energies are from ωB97M-V/def2-TZVPD.

E (eV): -76741.821
Energy above the lowest of the compared OMol25 structures with the same formula, charge and spin (kcal per mole): 16.1
2S+1: 2
Charge: +1
E_HOMO (spin up / spin down) (hartree): -0.364 / -0.381
Strongest force on any atom (hartree/bohr): 0.011
LUMO (spin up / spin down) (eV): -3.419 / -3.137
Frontier orbital gap (spin up / spin down) (eV): 6.48 / 7.23

Last column: Mulliken spin population.
Positions of all 95 atoms, in Å:
H 3.54398 -6.56410 0.09296  0.000
H -0.39138 3.59997 0.00923  0.000
C -1.82288 -2.06645 1.12314  0.028
H 0.92760 -4.11816 2.50958  0.000
C 1.08875 2.10166 -0.42280  -0.034
H -2.18167 3.47967 -3.37854  0.000
H 1.11922 5.50171 -0.26638  0.000
C 2.82222 4.30348 -0.77046  0.004
H -1.89054 1.94600 2.97035  0.002
C 4.07862 -1.56839 -0.55607  -0.003
C 2.44954 1.94178 -0.74772  0.008
H 2.05649 -5.96619 -0.64667  0.000
H 1.49854 2.31718 -4.49353  0.000
C -0.06134 -0.21472 3.88414  0.019
H -4.59776 2.43334 1.40851  0.000
H -6.23983 1.54162 -0.73432  0.000
C -1.98362 -2.18109 3.60492  -0.016
H 0.34753 -4.72882 0.94717  0.000
H 1.84888 -3.91832 -3.15794  0.000
C -2.11911 -2.26650 -1.01586  -0.002
C 1.14061 -0.38414 -4.40010  -0.001
C 3.00516 -3.83866 0.64548  -0.001
H 2.23390 -0.88056 -6.15724  0.000
C 2.22491 -2.71379 0.48633  -0.014
N -2.65159 -3.11871 0.90940  0.000
H 3.02464 -6.42052 2.94013  0.000
H -3.04594 -3.70839 1.62033  0.000
C -1.76783 0.91910 -4.67200  0.007
C -1.59232 -1.78725 4.86661  0.021
N -1.97084 1.12598 -0.04490  -0.031
H 0.31914 3.61412 -4.31320  0.000
C -5.48058 0.80758 -0.99264  -0.001
Si -0.69870 1.63583 -3.30633  -0.015
H 4.38935 -5.52680 2.27428  0.000
H 4.35396 2.85821 -1.17788  0.000
H -0.64632 2.46141 1.83445  -0.002
H -3.47658 -4.01844 -0.86228  0.000
C -0.47013 -0.60044 2.60464  0.020
C 2.90348 0.55459 -0.74596  0.011
H -1.19043 3.65484 -1.94718  0.000
C 2.51817 -6.25592 0.29936  0.000
N -3.01525 0.68834 -0.78229  0.013
H -2.03064 3.51468 2.18102  0.001
H 0.95732 0.59799 -4.79396  0.001
H -2.63574 2.64284 -1.90946  0.000
C 4.33047 -3.81794 0.15989  0.001
H -2.74750 -2.94412 3.51770  0.000
H -1.98595 -2.05252 -2.06332  0.001
C -1.78555 2.94148 -2.51034  0.002
C 2.74685 -1.59311 -0.15747  0.010
N -1.47426 -1.53919 -0.03836  0.038
H -5.83248 -0.17320 -0.66987  0.001
C 2.46845 -5.10227 1.31417  0.000
C 4.88327 -2.69847 -0.42079  0.000
S 4.50279 0.02826 -1.09112  0.001
H 1.23811 3.06291 -2.92318  0.001
C -3.89828 1.91168 0.77850  -0.001
H 2.76256 -3.19499 -5.37915  0.000
C 0.73718 2.72446 -3.83486  -0.002
H -2.66638 0.46372 -4.24172  0.000
C 1.02269 -4.92947 1.78382  0.000
C 0.64668 -0.72856 -3.12931  0.008
H -1.29048 0.16409 -5.29339  0.000
F 0.45410 -2.57770 -1.63962  0.005
C 1.49527 4.49674 -0.41053  -0.003
H 0.69598 0.55392 3.96480  0.000
C 1.68325 -2.92226 -3.54708  0.000
H 1.98300 -7.12344 0.68907  0.000
Re -0.01330 0.32282 -0.33571  0.750
H -5.37566 0.79143 -2.07772  0.000
H 4.94819 -4.70001 0.26609  0.000
C -2.85312 -3.24989 -0.44295  0.005
C 0.93964 -2.05014 -2.77495  0.006
H 0.69022 -5.84886 2.26805  0.000
C 1.88350 -1.23574 -5.19759  0.001
H -2.11092 1.72607 -5.32368  0.000
C 3.33273 -5.45617 2.53165  0.000
C 0.64346 3.40979 -0.24354  0.021
C -1.42860 -1.61043 2.45352  -0.024
C -4.19138 1.14990 -0.33115  0.013
N -0.07760 0.22167 -2.32135  0.053
H 5.91555 -2.69092 -0.74328  0.000
H 1.21371 -2.67175 0.86076  0.003
C -1.71286 2.48203 2.03667  0.010
C 3.31018 3.01568 -0.93256  -0.003
H -2.03823 -2.24197 5.73968  0.001
C 2.17745 -2.51971 -4.77100  -0.002
O 0.08524 -0.00264 1.55604  0.075
N 2.08227 -0.38719 -0.35291  0.014
C -2.50390 1.85815 0.93788  0.013
C -0.61701 -0.80090 5.00151  -0.012
H 3.22607 -4.70422 3.31552  0.000
H -0.29369 -0.48933 5.98580  0.000
H 3.47906 5.15228 -0.90457  0.000
H -2.84178 0.09558 -1.57714  0.001

(2)
Here is a structure of composition C28H38CoN4O3P2S at a distorted geometry from OMol25. Energies are from ωB97M-V/def2-TZVPD.

E (eV): -108784.394
Energy above the lowest of the compared OMol25 structures with the same formula, charge and spin (kcal per mole): 0.0
2S+1: 4
Charge: 0
E_HOMO (spin up / spin down) (hartree): -0.138 / -0.222
Strongest force on any atom (hartree/bohr): 0.081
LUMO (spin up / spin down) (eV): -0.064 / -0.672
Frontier orbital gap (spin up / spin down) (eV): 3.70 / 5.37

Last column: Mulliken spin population.
Positions of all 77 atoms, in Å:
C 4.72371 1.42778 -1.03941  -0.001
C 0.41775 3.23160 -3.92636  0.074
H 1.33551 -1.86611 -0.76319  -0.028
C -0.84110 2.66338 -4.67313  0.034
C 0.86267 2.34324 -2.82057  0.058
H 4.18162 -0.76978 -0.98397  -0.001
H 0.20167 4.23573 -3.53660  0.002
C 2.89110 2.04433 0.15699  0.008
C -0.59135 -1.63970 0.19775  0.358
H 2.07401 2.53553 0.68360  -0.002
S -1.74718 -0.58592 4.39366  0.042
H 0.93741 0.53288 -5.11656  -0.001
O -2.96991 -1.14059 4.94495  0.012
H -0.38460 1.86625 0.03031  -0.037
C 1.02643 0.94040 -2.93393  0.021
H -1.02230 1.66870 5.11379  0.001
C -3.33535 0.50187 -0.49774  0.101
C -3.62829 1.80537 -0.87319  -0.072
H 4.26995 3.58074 -0.52962  0.000
H -1.22385 -1.60272 -0.72411  0.018
C 3.03952 -2.98235 1.19865  0.001
H 1.81284 0.50531 -2.30220  -0.033
C 0.79512 0.05009 -4.13184  0.006
C 3.80616 -1.46837 2.69706  0.002
C -1.74470 1.79177 -3.82336  0.061
H -4.67833 -1.12377 0.85127  0.002
H -2.29933 3.61512 -0.61425  0.018
H 0.61438 -0.27582 -0.99254  0.114
H 2.44926 -3.34568 0.36032  -0.001
C -1.14974 0.67074 5.56398  0.014
H -2.44078 -0.10061 -3.00355  -0.011
N -2.08109 0.43378 0.06001  0.151
C -4.77676 -3.01460 2.02557  0.003
H -1.47023 3.53169 -4.93088  -0.001
H -1.55946 -3.25636 2.78187  0.002
H -3.86096 -4.57981 3.36647  0.000
H 1.51382 -0.79258 -4.08926  0.001
H 0.82667 -0.12337 3.02460  -0.034
H 1.21463 3.39014 -4.67229  -0.014
H -1.86578 0.71763 6.40185  -0.001
H -0.54430 -2.69949 0.52510  0.005
Co -0.79266 1.61491 -2.26130  1.143
H 5.15859 -2.85991 3.73306  0.000
N -2.83727 -1.87817 1.71199  0.007
H 1.96020 1.26909 2.72120  0.001
P 1.94073 -0.42469 0.96510  -0.171
C 4.42223 -2.68973 2.97256  0.001
H -0.59436 -1.48981 -3.46544  0.001
H -2.74285 2.21674 -3.65152  -0.009
C -1.58606 0.41593 -3.44644  0.038
C -1.38611 1.62506 -0.36049  0.261
C 4.03069 0.27118 -0.71850  0.001
H -4.63318 2.17473 -1.10934  -0.008
H 5.66003 1.47147 -1.56243  0.000
C -0.62709 -0.56247 -4.07646  0.027
C -4.20446 -1.89124 1.44699  0.000
H 0.38298 1.18959 1.84782  -0.043
C 3.92717 -3.62958 2.02007  0.001
H -3.94750 -0.39109 -0.60672  0.009
C 0.79748 -1.06555 -0.22358  -0.189
H -0.18286 0.29890 5.94467  0.001
O -2.09717 0.16364 2.89515  0.151
N 2.96299 0.64117 0.12106  0.010
H -0.89577 -0.92358 -5.07498  -0.001
C 4.00043 2.53922 -0.48919  0.003
H 4.25019 -4.66495 1.94735  0.000
O -0.63126 -1.46713 4.06218  -0.013
H 3.88005 -0.50636 3.16796  -0.001
H 1.42708 2.83323 -2.01854  -0.018
C -2.56388 -3.01235 2.49822  0.006
C -2.41673 2.54332 -0.76117  0.093
C 1.22207 0.57363 2.25819  0.162
C -3.75432 -3.70706 2.73467  0.004
H -0.48127 2.21537 -5.59744  -0.004
N 2.95795 -1.63033 1.58386  0.010
P -1.56059 -0.66243 1.44490  0.652
H -5.82429 -3.31722 1.94730  0.000

- Which of these has the highest energy above the lowest of the compared OMol25 structures with the same formula, charge and spin?
  C40H44FN6OReSSi

- Which formula does entry 2 have?
  C28H38CoN4O3P2S